18
Properties=species:S:1:pos:R:3:nbo_charge:R:1 method="wB97M-V/def2-TZVPD" e_homo_ev=-7.85 relative_energy_kj_mol=412.0 orbital_gap_ev=8.71 spin_multiplicity=1
C 1.9725 1.5666 -0.4722 -0.4271
C 0.7088 -0.5048 1.3921 -0.6667
N 0.5497 1.2711 -0.5388 -0.1646
C -0.0914 0.1388 0.3031 0.1337
C -1.3812 -0.0099 0.0823 -0.1256
C -2.5205 -2.0629 0.0803 -0.0577
O 0.0574 1.5374 -1.8203 -0.5456
N -2.1157 -1.1034 0.8249 -0.4029
H 0.3639 0.7847 -2.3591 0.4383
H -1.9735 0.4470 -0.6999 0.2208
H 2.3508 1.5297 0.5521 0.2079
H 2.5396 0.8440 -1.0748 0.1579
H 2.1787 2.5724 -0.8551 0.2148
H 1.2833 0.2425 1.9508 0.2225
H 1.4076 -1.2334 0.9709 0.2231
H 0.0889 -0.9986 2.1462 0.2526
H -2.2917 -2.1472 -0.9978 0.1459
H -3.1272 -2.8742 0.5151 0.1727


107
Properties=species:S:1:pos:R:3:mulliken_charge:R:1 method="wB97M-V/def2-TZVPD" e_homo_ev=-8.20 relative_energy_kj_mol=174.9 orbital_gap_ev=7.88 spin_multiplicity=1
C -0.1733 -2.6119 -2.8698 -0.4383
C -1.1233 -1.3389 -3.1428 0.1225
O -1.2753 -1.1639 -4.5428 -0.6240
H -0.5893 -3.5829 -3.2138 0.5377
H -0.2633 -2.7689 -1.8298 -0.4211
H 0.8357 -2.4959 -3.1118 0.2827
H -0.5783 -0.4769 -2.7798 -0.4106
H -2.0293 -1.3249 -2.5948 0.3938
H -1.4533 -2.0279 -4.9248 0.3801
C 0.2497 -0.4219 0.4292 1.9906
C 0.1537 0.7921 -0.4928 2.9758
O -1.2213 1.0921 -0.7658 0.8805
H -0.1863 -1.2249 -0.1858 -1.5926
H -0.2163 -0.2239 1.3582 0.3279
H 1.3297 -0.7039 0.6322 -0.8944
H 0.6777 0.6301 -1.4268 -0.4660
H 0.6757 1.6861 -0.0068 -1.3088
H -1.1883 1.8521 -1.4118 -0.5613
C -0.6323 4.1011 -1.2228 -0.2473
C -1.2853 4.4231 -2.5448 -0.6517
O -2.0813 3.3251 -2.7238 -0.5266
H 0.0717 3.2951 -1.4518 -0.4913
H -1.3743 3.8911 -0.4498 0.2661
H -0.0103 4.8541 -0.9138 0.6122
H -0.6953 4.6031 -3.4158 0.3411
H -1.9573 5.3141 -2.3898 0.2563
H -1.7573 2.6841 -3.3808 0.2665
C 3.1027 -3.5599 2.8212 0.3637
O 3.8047 -3.9569 3.9622 -0.7820
N 3.4957 -2.5709 2.0692 -0.3659
N 1.9407 -4.0769 2.5522 -0.3558
H 4.4237 -2.1549 2.2982 0.2081
H 3.1157 -2.3289 1.1672 0.1281
H 1.7847 -5.0229 2.9622 0.2862
H 1.4007 -3.8489 1.7202 0.3151
C 1.4927 0.4651 2.9992 -0.1722
O 2.5087 1.1571 2.3282 -0.8600
N 0.5557 1.1081 3.5722 0.0058
N 1.5607 -0.8449 3.1832 0.0794
H 0.6457 2.1261 3.4772 0.4157
H -0.3123 0.7361 4.0552 0.2328
H 2.3217 -1.3619 2.7892 -0.1753
H 1.0277 -1.4179 3.8652 0.7138
C -0.7293 -4.1219 0.7072 0.2507
O 0.5807 -3.6079 0.4882 -0.7252
N -1.1963 -5.0479 -0.0628 -0.3816
N -1.5693 -3.6699 1.5242 0.0716
H -0.5883 -5.2799 -0.8388 0.3133
H -2.1683 -5.4489 -0.2078 0.2320
H -1.3263 -2.8989 2.2252 -0.0237
H -2.4593 -4.0859 1.6862 0.2578
C 2.3337 0.0771 -4.9478 0.3524
O 1.8037 0.7291 -3.9038 -0.5692
N 1.6987 -0.8269 -5.5258 -0.2931
N 3.4727 0.2071 -5.5308 -0.4136
H 0.6957 -0.9699 -5.2228 0.2463
H 1.9117 -1.2319 -6.3878 0.1743
H 4.0817 0.9931 -5.1648 0.3020
H 3.7187 -0.2209 -6.4228 0.1665
C 2.8957 2.8631 -1.0918 0.5528
O 2.8477 4.0711 -0.5868 -0.7648
N 2.6717 2.6671 -2.3218 -0.1322
N 3.1867 1.8111 -0.4078 -0.0092
H 2.4617 3.6001 -2.7128 0.2670
H 2.4147 1.7581 -2.7268 0.2845
H 3.3177 1.8401 0.6482 0.2355
H 3.0347 0.8351 -0.7408 -0.2626
C -0.7743 -2.5899 4.5912 0.3253
O -1.6803 -2.9499 5.6292 -0.7288
N -1.1303 -1.9639 3.4452 -0.0946
N 0.4847 -2.8279 4.6812 -0.2561
H -2.1913 -1.6359 3.3682 0.3081
H -0.3803 -1.5249 2.8012 -0.3477
H 0.7167 -3.4299 5.5492 0.3426
H 0.9617 -3.3329 3.9362 0.0076
C -2.7263 3.1331 2.2582 0.4249
O -2.1253 4.4181 2.1662 -0.6925
N -2.0593 2.0411 2.0852 0.4101
N -3.9843 2.9061 2.6192 -0.3054
H -1.0473 2.0991 1.8552 -0.6264
H -2.4903 1.1901 1.7722 0.1648
H -4.4783 3.7511 2.8832 0.2928
H -4.3283 2.0261 2.8562 0.1722
C -4.9973 1.6211 -0.5228 -0.2200
O -5.9003 0.9071 -1.4018 -0.5769
H -4.0683 1.9151 -0.9668 -0.0458
H -4.8723 1.0431 0.4152 0.1290
H -5.3633 2.5971 -0.3198 0.4357
H -5.3773 0.5171 -2.0778 0.3156
C -3.3723 -1.5219 -0.3128 -0.3820
O -2.9523 -0.4849 0.5472 -0.5372
H -3.8973 -1.0209 -1.1248 0.1514
H -4.0643 -2.1399 0.2712 0.2963
H -2.5133 -2.1089 -0.5368 -0.0976
H -2.3463 0.0881 -0.0008 0.0811
C 1.2277 4.1581 1.8352 -0.3750
O 1.1117 3.6031 3.1852 -0.5279
H 0.8087 5.0971 1.8092 0.5915
H 0.7427 3.4751 1.1152 -0.2342
H 2.3577 4.1331 1.8042 0.2324
H 0.8947 4.2771 3.7732 0.2374
C 3.0467 -1.2989 -1.7868 -0.7791
O 3.7847 -1.0459 -0.5598 -0.6477
H 2.6387 -2.2879 -1.6028 0.6154
H 3.7267 -1.2269 -2.5748 0.5502
H 2.1787 -0.6839 -1.8848 -0.1199
H 4.5717 -1.5829 -0.5018 0.3412


64
Properties=species:S:1:pos:R:3:nbo_charge:R:1 method="wB97M-V/def2-TZVPD" e_homo_ev=-8.33 smiles=CCCCCOc1ccc([C@](C)(O)[C@H](CN2CCOCC2)c2ccccc2)cc1 relative_energy_kj_mol=6.5 orbital_gap_ev=9.02 spin_multiplicity=1
C -6.9349 -2.5685 0.3051 -0.6078
H -6.4866 -3.5571 0.2310 0.2013
C -6.0618 -1.6494 1.1519 -0.3947
C -4.6196 -1.5555 0.6519 -0.3985
C -4.4559 -0.8745 -0.7083 -0.4311
C -4.6961 0.6363 -0.6414 -0.0643
O -3.7943 1.2985 0.2206 -0.4996
C -2.5123 1.5212 -0.1778 0.3092
C -1.9913 1.2591 -1.4391 -0.3352
C -0.6680 1.5579 -1.7155 -0.1379
C 0.1708 2.1177 -0.7623 -0.1381
C -0.3599 2.3841 0.4974 -0.1216
C -1.6750 2.0905 0.7838 -0.2680
H -2.0864 2.2972 1.7592 0.2219
H 0.2533 2.8203 1.2689 0.2119
C 1.6208 2.4102 -1.1032 0.2653
C 2.0748 3.7367 -0.4762 -0.6376
H 2.1847 3.6496 0.5996 0.2234
H 1.3509 4.5208 -0.6943 0.2117
H 3.0359 4.0194 -0.9016 0.2196
O 1.8023 2.4913 -2.5116 -0.7261
H 1.2982 3.2471 -2.8336 0.4709
C 2.5636 1.2577 -0.6407 -0.2632
C 2.5012 1.0166 0.8433 -0.0286
C 1.5017 0.2405 1.4182 -0.1905
C 1.4670 0.0359 2.7857 -0.2056
C 2.4306 0.6003 3.6038 -0.2195
C 3.4367 1.3661 3.0421 -0.2348
C 3.4705 1.5675 1.6734 -0.1671
H 4.2670 2.1605 1.2443 0.2005
H 4.1994 1.8049 3.6694 0.2110
H 2.4017 0.4397 4.6717 0.2119
H 0.6822 -0.5692 3.2160 0.2104
H 0.7462 -0.2120 0.7976 0.2151
H 3.5713 1.5991 -0.8980 0.2165
C 2.2722 -0.0287 -1.4287 -0.2097
N 2.8863 -1.1843 -0.8023 -0.4524
C 4.3333 -1.1999 -0.9074 -0.2517
C 4.8747 -2.3781 -0.0984 -0.0720
O 4.3465 -3.6037 -0.5479 -0.5237
C 2.9407 -3.5837 -0.4788 -0.0713
C 2.3575 -2.4376 -1.3051 -0.2423
H 1.2702 -2.4338 -1.2014 0.2011
H 2.6111 -2.5923 -2.3701 0.1656
H 2.6010 -4.5494 -0.8576 0.1907
H 2.6216 -3.4637 0.5677 0.1658
H 5.9584 -2.4557 -0.2024 0.1914
H 4.6154 -2.2260 0.9606 0.1686
H 4.7350 -0.2755 -0.4930 0.2053
H 4.6613 -1.2945 -1.9592 0.1674
H 2.6052 0.1096 -2.4697 0.1936
H 1.1944 -0.2018 -1.4447 0.2038
H -0.2798 1.3483 -2.7019 0.2200
H -2.5975 0.8277 -2.2204 0.2165
H -5.6803 0.8428 -0.2136 0.1920
H -4.6651 1.0743 -1.6472 0.1754
H -5.1442 -1.3025 -1.4375 0.2069
H -3.4383 -1.0533 -1.0623 0.2126
H -4.0279 -0.9994 1.3825 0.2132
H -4.2065 -2.5651 0.5881 0.1997
H -6.5088 -0.6547 1.1889 0.1915
H -6.0397 -2.0326 2.1747 0.2035
H -7.0661 -2.1744 -0.6996 0.1968
H -7.9194 -2.6723 0.7556 0.2109


40
Properties=species:S:1:pos:R:3:nbo_charge:R:1 method="wB97M-V/def2-TZVPD" e_homo_ev=-9.58 orbital_gap_ev=8.60 spin_multiplicity=1
C -3.8601 -1.9846 0.7391 -0.5015
N -3.6092 -3.4293 0.5783 0.5253
O -2.9360 -3.7337 -0.3649 -0.3616
O -4.2522 -4.2209 1.2776 -0.3968
H -4.0139 -1.8904 1.8141 0.2266
H -4.7484 -1.6905 0.1802 0.2349
H -3.0084 -1.4766 0.2867 0.2221
C 1.8114 1.4830 -3.4254 -0.4814
N 1.8022 1.7343 -1.9142 0.5823
O 2.8860 2.0386 -1.3919 -0.4044
O 0.8515 1.4860 -1.2796 -0.3826
H 2.7586 1.8116 -3.8532 0.2383
H 0.9122 1.9320 -3.8473 0.2377
H 1.6339 0.4082 -3.4624 0.2382
C -2.0371 4.0019 -0.6906 -0.5262
N -2.7638 4.4803 -1.8637 0.5367
O -3.4228 5.4859 -1.6994 -0.3787
O -2.5423 3.8998 -2.9105 -0.3914
H -2.5371 4.2302 0.2507 0.2218
H -1.0359 4.4206 -0.7924 0.2343
H -1.8633 2.9304 -0.7895 0.2224
C 3.0563 -2.8726 3.0378 -0.1592
C 2.5086 -1.6567 3.5043 -0.2157
C 2.1518 -0.6883 2.6080 -0.2148
C 2.3092 -0.9038 1.2227 0.1354
C 2.7317 -2.1391 0.8096 -0.2261
C 3.1067 -3.1316 1.6653 -0.2098
N 1.8298 0.1186 0.1756 0.4920
O 2.1657 -0.0068 -1.0026 -0.3911
O 1.0592 0.9579 0.5921 -0.3502
H 3.3938 -3.6531 3.7037 0.2188
H 2.3218 -1.4892 4.5548 0.2262
H 1.6592 0.1519 3.0747 0.2455
H 2.8067 -2.4756 -0.2139 0.2429
H 3.3968 -4.1116 1.3162 0.2267
C -0.7828 -0.0168 -0.4279 -0.4039
Br -1.1668 -1.4580 0.9005 0.0686
Br -1.5368 1.6339 0.3654 0.1235
Br -1.3169 -0.3893 -2.2390 0.1013
H 0.2808 0.2136 -0.4892 0.1938


16
Properties=species:S:1:pos:R:3:nbo_charge:R:1 method="wB97M-V/def2-TZVPD" e_homo_ev=-9.05 smiles="CC1=NN[C@H](C)N=N1" relative_energy_kj_mol=529.8 orbital_gap_ev=8.76 spin_multiplicity=1
C 1.9033 -0.5788 0.2860 -0.6533
C 1.1404 0.0360 -0.8037 0.0043
C -1.2013 0.2339 0.0340 0.2330
C -2.1033 0.4346 1.1505 -0.6333
H 2.4351 -1.5293 -0.0226 0.2257
H 2.6962 0.1017 0.2282 0.2315
H 1.2997 -0.6827 1.2736 0.2192
H 1.9678 0.1973 -1.6000 0.2021
H 0.3072 -1.3780 -1.9243 0.3713
H -2.5129 1.5840 1.2573 0.2447
H -3.2619 0.0206 0.6917 0.2310
H -1.7882 0.1829 2.1555 0.2387
N 0.0241 -0.5426 -1.4828 -0.4706
N -1.0438 -0.8308 -0.5542 -0.2082
N -0.5266 1.2955 -0.1631 -0.1942
N 0.6642 1.4559 -0.5261 -0.0420


56
Properties=species:S:1:pos:R:3:nbo_charge:R:1 method="wB97M-V/def2-TZVPD" e_homo_ev="-2.40 / -1.20" orbital_gap_ev="4.69 / 3.35" charge=-1 spin_multiplicity=1
Y 1.1312 0.9503 0.2304 1.7803
C 0.3642 0.4068 4.8924 -0.2675
C 0.4066 1.0104 3.6416 0.0448
N 0.2504 0.3424 2.4998 -0.5119
C 0.0060 -0.9906 2.5552 0.1964
C -0.0150 -1.7045 3.7871 -0.0922
C 0.1765 -0.9558 4.9716 -0.1394
C -0.1873 -3.0956 3.7827 -0.2733
C -0.3343 -3.7679 2.5852 -0.1766
C -0.3619 -3.0910 1.3815 -0.2993
C -0.2118 -1.6972 1.3194 0.2030
N -0.1090 -0.9907 0.1687 -0.7541
C -0.5849 -1.4041 -1.0355 0.1790
C -1.7438 -2.1693 -1.2358 -0.2922
C -2.1861 -2.4766 -2.5118 -0.1864
C -1.4979 -2.0627 -3.6348 -0.2686
C -0.3533 -1.2625 -3.4983 -0.0895
C 0.3833 -0.7709 -4.5978 -0.1601
C 1.5087 -0.0089 -4.3703 -0.2656
C 1.8691 0.2979 -3.0616 0.0438
N 1.1791 -0.1114 -1.9977 -0.5428
C 0.0957 -0.9056 -2.1979 0.2046
H 0.4931 1.0065 5.7827 0.2152
H 0.5588 2.0803 3.5468 0.2150
H 0.1855 -1.4696 5.9232 0.2067
H -0.1876 -3.6313 4.7216 0.1980
H -0.4177 -4.8486 2.5814 0.2029
H -0.4392 -3.6412 0.4545 0.2193
H -2.3173 -2.4769 -0.3727 0.2148
H -3.1002 -3.0461 -2.6232 0.2012
H -1.8326 -2.3308 -4.6268 0.1986
H 0.0494 -1.0001 -5.6009 0.2022
H 2.1107 0.3526 -5.1922 0.2138
H 2.7468 0.8998 -2.8580 0.2180
C -1.9059 2.4761 -1.7187 -0.5989
C -1.5351 2.8793 -0.2731 -0.0936
C -2.2439 1.9314 0.7061 -0.5976
C -2.0616 4.3053 -0.0194 -0.6039
C -0.0312 2.8151 -0.1177 -1.1130
H -2.9850 2.5114 -1.8707 0.1744
H -1.5599 1.4627 -1.9209 0.2029
H -1.4315 3.1491 -2.4320 0.1998
H -3.3268 1.9940 0.5944 0.1826
H -1.9839 2.1937 1.7309 0.2036
H -1.9370 0.9005 0.5272 0.2052
H -3.1487 4.3319 -0.0988 0.1736
H -1.6471 5.0099 -0.7379 0.1943
H -1.7797 4.6317 0.9792 0.1994
H 0.3875 3.7053 -0.6152 0.1690
Cl 2.9382 -0.9160 1.3856 -0.0023
C 4.2404 -0.8568 0.1812 -0.4914
C 4.3754 0.5884 -0.4424 0.7862
O 5.4082 0.7825 -1.0649 -0.6817
O 3.4203 1.3773 -0.2446 -0.8027
H 3.9935 -1.5643 -0.6108 0.2278
H 5.1813 -1.1429 0.6528 0.2284


| no. | energy (eV) |
| --- | --- |
| 1 | -10371.0350 |
| 2 | -68156.3109 |
| 3 | -34125.4064 |
| 4 | -243061.1196 |
| 5 | -10232.7508 |
| 6 | -48448.5944 |